1.
Formula: C41H66BrCl24F3N3O6S
Source: OMol25
Level of theory: ωB97M-V with the def2-TZVPD basis set

XYZ file:
```
145
Properties=species:S:1:pos:R:3:forces:R:3:mulliken_charge:R:1
Br 3.6811 4.1590 -5.6662 0.4 -1.5 0.4 -0.1629
Cl 2.4392 -7.5756 -3.4535 0.0 0.1 0.0 -0.1910
Cl -7.8669 1.5384 -5.4380 0.1 0.0 0.0 -0.1860
Cl 3.2418 7.5085 2.3370 0.0 -0.1 0.0 -0.1407
Cl -3.6486 -7.1941 -2.7966 0.1 0.1 0.0 -0.1832
Cl 5.4026 4.9940 1.5073 0.0 0.0 0.0 -0.1835
Cl -7.1681 1.5553 10.0746 0.0 0.0 0.0 -0.1902
Cl -5.4976 -11.9687 -2.6122 -0.1 -0.2 -0.1 -0.1811
Cl -0.6225 3.7396 -6.6700 0.0 -0.1 0.0 -0.1592
Cl 0.2784 -5.0610 -2.6238 -0.3 -0.4 -0.3 -0.1157
Cl 3.9622 -2.1638 -4.9186 0.2 -0.1 -1.4 -0.1158
Cl -3.5498 1.9842 6.0992 0.0 0.0 0.0 -0.1850
Cl 1.1592 6.6842 9.6200 0.0 -0.1 0.0 -0.1956
Cl -7.2486 -9.6335 -4.3903 0.0 0.0 0.0 -0.1806
Cl 3.0629 14.0443 1.4912 0.0 0.0 0.0 -0.1810
Cl 9.6259 -1.2537 0.3262 -0.1 0.0 0.0 -0.1679
Cl -0.6006 3.8140 10.2076 0.0 -0.1 0.0 -0.1818
Cl -2.3823 0.8693 -6.0824 0.1 0.0 -0.2 -0.2235
Cl 5.0225 11.3710 0.6582 0.0 0.0 0.0 -0.1832
Cl -6.2352 4.8166 10.4918 0.0 0.0 0.0 -0.1889
Cl -2.6169 5.2455 6.5164 0.0 0.0 0.0 -0.2196
Cl -1.8976 -9.5292 -1.0185 0.2 0.0 0.0 -0.1987
Cl -6.1159 -0.7967 -3.6599 -1.3 -1.6 -1.6 -0.0266
Cl 5.9703 -0.1698 -6.8348 0.0 -0.1 0.0 -0.1639
Cl 6.9960 0.7649 1.1562 -0.2 -0.1 -0.2 -0.1510
S -0.0271 0.9705 1.3932 -7.7 -0.1 3.5 1.0062
F 2.4077 1.8140 2.3122 -4.8 2.3 -0.3 -0.2076
F 1.1586 3.3743 0.9813 -0.4 -3.1 4.3 -0.1914
F 0.4377 2.9836 3.3037 2.5 -2.3 -4.7 -0.1193
O -1.3410 1.6006 0.8635 5.9 -2.2 1.7 -0.4960
O 6.2699 -2.7431 1.1614 -2.9 0.5 -4.0 -0.3940
O -0.2081 -0.0242 2.5665 1.8 3.4 -5.2 -0.5286
O -1.6472 -2.8162 1.4697 3.9 4.2 -7.5 -0.5637
O 0.2660 -2.3355 0.0987 -0.2 4.8 -1.3 -0.2770
O 5.6493 -4.6015 -0.2364 -2.3 8.8 2.0 -0.5175
N 1.7528 -1.3106 -1.6504 -1.8 4.9 2.7 0.9062
N 0.8440 0.3353 0.0193 3.0 -6.5 -4.9 0.8254
N 1.6638 0.9616 -0.9311 2.3 -0.8 -3.5 -0.6923
C 1.3890 -7.4965 -2.0166 -0.2 0.1 0.2 -0.4668
C -3.9698 -8.9451 -2.7211 -0.1 -0.4 0.1 -0.1654
C -7.5698 -11.3845 -4.3148 -0.1 -0.4 0.0 -0.4023
C 3.0315 5.7677 2.6532 0.0 -0.2 0.1 -0.2107
C 8.2713 0.1651 2.2459 0.5 -0.2 0.4 -0.5523
C -7.8653 -0.7973 -3.9965 -0.5 -0.2 -0.3 -0.5790
C -2.0469 2.7499 5.5261 0.2 0.1 -0.1 -0.4000
C -3.6470 -9.5298 -1.3551 -0.4 0.0 -0.1 -0.2700
C 6.4789 -1.5444 -5.8221 0.0 -0.2 0.1 -0.4004
C -3.3194 -0.0427 -2.8386 -0.4 -0.7 3.2 -0.0212
C -3.7023 -0.9784 0.2105 -0.1 0.8 -2.7 -0.3176
C -8.1881 -0.2126 -5.3625 -0.1 -0.3 0.0 -0.3803
C 2.2816 0.0593 -2.0145 -3.9 0.0 5.1 -0.0466
C 4.1812 -2.4088 -0.5987 0.9 0.3 0.2 -0.2371
C -1.1709 -2.1750 0.3702 -5.5 -2.7 5.5 0.4121
C 0.8785 -1.1079 -0.4324 0.8 -1.8 -1.5 -0.4062
C -1.0548 5.4670 10.6924 -0.1 0.4 0.1 -0.3404
C 1.0432 2.3920 2.0883 2.7 2.1 -0.5 0.5235
C 5.3858 -3.3097 0.0902 2.6 -6.4 -0.5 0.4898
C -4.7455 0.3299 -2.0590 3.6 -1.4 3.5 -0.5615
C 4.3525 5.0731 2.9441 -0.2 0.0 0.2 -0.3813
C 2.5336 12.3591 1.2603 -0.1 -0.3 0.0 -0.4302
C 0.0680 -6.8019 -2.3076 -0.1 -0.8 0.2 -0.3768
C -5.6652 2.3210 9.5014 0.3 0.1 -0.1 -0.3579
C -2.0760 -0.8804 -2.0992 -3.5 1.1 1.9 -0.2066
C -5.1650 3.3924 10.4575 0.2 -0.2 0.0 -0.1325
C 3.6145 -3.0309 -2.0075 0.8 -0.6 0.0 -0.0501
C -0.6129 6.5065 9.6745 -0.3 0.0 0.0 -0.1326
C -4.9372 -0.1759 -0.5113 4.2 -1.2 -1.3 -0.4812
C 9.6159 0.0450 1.5461 0.0 0.2 0.1 -0.4055
C -2.8365 2.5223 -5.5976 -0.1 0.5 0.1 -0.3506
C 2.0856 -2.5842 -2.3960 0.7 -1.2 0.7 0.0127
C -2.2549 -1.3449 -0.5371 -2.0 1.6 -1.7 0.4062
C 5.4374 -2.6518 -5.7908 0.6 -0.2 -0.4 -0.6723
C 3.5859 11.3588 1.7122 -0.2 0.0 0.1 -0.1475
C -2.3946 3.5619 -6.6155 -0.2 0.0 0.0 -0.5642
C 4.1784 2.3170 -5.0323 0.1 -1.5 1.2 -0.4002
C -1.5467 3.8213 6.4821 0.2 -0.3 0.0 -0.2688
C 3.3110 2.0313 -3.6314 0.8 0.6 0.3 -0.8344
C 3.2668 0.4242 -3.2731 0.3 0.4 0.1 0.1107
C -7.2470 -11.9693 -2.9488 -0.4 0.0 -0.1 -0.5009
H 5.3504 2.2830 -4.8144 -2.7 0.2 -0.5 0.3395
H 4.1679 4.0416 3.2579 0.0 0.1 -0.1 0.2330
H 2.2504 2.5200 -3.7247 2.0 -1.2 0.1 0.4509
H -2.8021 4.5408 -6.3477 0.0 -0.2 0.1 0.3512
H -8.1954 -1.8392 -3.9516 0.0 0.2 -0.1 0.3459
H -7.7476 -11.4190 -2.1461 0.2 0.0 -0.2 0.2849
H -1.4572 3.4399 7.5039 -0.1 0.1 -0.2 0.2427
H -5.0323 -9.0811 -2.9418 0.2 0.0 0.1 -0.0245
H 1.2045 -8.5280 -1.7029 -0.1 0.2 -0.1 0.3037
H -3.2416 0.3248 -3.9693 0.0 -1.2 2.9 0.0423
H -6.9923 -11.8696 -5.1077 0.0 0.1 0.2 0.3037
H -3.9772 -10.5717 -1.3102 0.2 0.4 0.0 0.1263
H 2.5248 5.3252 1.7901 0.2 0.2 0.1 0.0667
H 1.3536 -3.4208 -2.0110 1.6 2.2 -0.8 -0.6866
H -5.8504 2.7270 8.5022 0.0 0.0 0.3 0.2624
H -0.4387 -7.2444 -3.1707 0.2 0.2 0.2 0.3006
H 2.0296 -2.4395 -3.5704 -0.3 0.0 2.7 0.5805
H 4.3601 0.0617 -2.9606 -2.4 0.7 -0.5 0.1400
H 10.3935 -0.2003 2.2749 -0.2 0.0 0.0 0.3207
H 9.8967 0.9787 1.0494 -0.1 -0.2 0.1 0.3026
H 3.6352 -4.2121 -1.9992 0.0 2.4 0.2 0.3732
H 2.3680 5.6818 3.5184 0.2 0.0 0.0 0.2231
H -4.1476 -8.9796 -0.5524 0.2 0.0 -0.2 0.3456
H -4.1802 3.7450 10.1382 -0.1 -0.1 -0.1 0.0066
H 6.6946 -1.1654 -4.8184 -0.1 -0.1 -0.2 0.2616
H 2.2770 12.2252 0.2049 0.2 0.0 0.2 0.3217
H 6.3318 -1.7675 0.9096 -0.1 -1.4 0.7 0.2105
H 7.9434 -0.7947 2.6567 0.1 0.2 -0.2 0.3496
H -0.5954 -6.8878 -1.4423 0.1 0.0 -0.2 0.2483
H -2.7414 3.3125 -7.6230 0.1 0.0 0.2 0.3425
H 5.1478 -2.9616 -6.7996 0.0 0.2 0.2 0.3869
H -2.4069 2.7169 -4.6101 0.0 -0.1 -0.2 0.3548
H -3.9262 2.5358 -5.5029 0.1 0.0 -0.1 0.2918
H 1.9426 -6.9921 -1.2186 -0.1 0.0 -0.2 0.3535
H -1.0806 -1.1300 -2.6889 -2.4 0.6 1.2 0.2606
H -1.3010 1.9547 5.4371 -0.1 0.1 0.1 0.2460
H -7.5772 -13.0111 -2.9039 0.1 0.2 -0.1 0.3777
H 7.4113 -1.9242 -6.2497 -0.2 0.0 0.0 0.3894
H 1.6218 12.2304 1.8508 0.2 0.0 0.0 0.2878
H 3.9157 11.5558 2.7369 0.0 0.1 -0.3 0.3406
H 4.3358 -2.6808 -2.8769 -1.6 -0.9 2.4 -0.1047
H -2.1444 5.4804 10.7871 0.2 0.0 -0.1 0.1718
H 3.9208 1.4874 -5.8177 0.4 2.0 1.3 0.2383
H -3.3923 -9.4302 -3.5140 -0.1 0.1 0.2 0.3578
H -5.0754 3.0110 11.4793 -0.1 0.1 -0.2 0.3359
H 3.0057 -0.1761 -4.2711 0.0 1.3 2.7 0.2153
H -8.6323 -11.5205 -4.5355 0.2 0.0 0.1 0.3191
H -0.6251 5.6615 11.6799 0.0 -0.1 -0.3 0.3763
H 4.6679 -1.3540 -0.8498 -1.0 -2.1 0.7 0.1405
H -3.8551 -1.3417 1.3350 0.5 0.9 -2.8 0.3082
H 8.3448 0.8804 3.0702 0.0 -0.1 -0.2 0.3500
H -8.3658 -0.2471 -3.1938 0.2 0.0 -0.2 0.3033
H 3.8967 2.5955 -2.7779 -1.4 -1.1 -1.6 0.2922
H 5.8388 -3.5249 -5.2686 -0.1 0.2 0.0 0.3220
H 4.9060 5.5774 3.7421 -0.1 0.0 -0.2 0.3772
H -2.2321 3.1558 4.5268 -0.1 0.0 0.2 0.2774
H 3.3664 -2.2446 0.2305 1.6 -0.4 -1.5 0.0973
H -5.6220 0.9331 -2.5571 2.8 -0.7 1.5 0.5643
H -4.9193 1.5258 9.4124 -0.1 0.2 0.1 0.2682
H -7.6106 -0.6977 -6.1554 0.0 0.1 0.2 0.3043
H -0.5619 4.1739 6.1628 -0.1 -0.1 0.0 0.3019
H -1.0203 7.4855 9.9423 0.0 -0.2 0.0 0.3250
H 3.1758 10.3457 1.6753 0.0 0.2 -0.1 0.0013
H -5.9141 -0.0095 0.1499 2.4 -0.3 -1.8 0.2899
H -9.2506 -0.3486 -5.5832 0.2 0.0 0.1 0.3297
H -0.9597 6.2571 8.6670 0.1 0.0 0.2 -0.0184
```
Forces are in eV/Å.

Results
HOMO-LUMO gap   6.16 eV
2S+1   1
E_LUMO   -4.55 eV
Total charge   +1

2.
Formula: C41H67N3O5S2
Source: OMol25
Level of theory: ωB97M-V with the def2-TZVPD basis set

XYZ file:
```
118
Properties=species:S:1:pos:R:3:forces:R:3:mulliken_charge:R:1
S 5.3299 -4.8534 3.9932 -1.2 2.0 0.5 -0.2594
S 1.9047 -1.2067 -0.8994 0.0 0.1 1.2 -0.3702
O 6.4267 1.8861 1.9565 0.9 -0.9 -0.7 -0.3185
O 2.6582 3.6205 -3.1386 0.1 0.2 1.2 -0.4739
O 5.0202 -2.0588 -0.5213 -0.2 0.0 0.7 -0.4709
O 5.6098 2.4971 2.8980 -1.5 0.2 1.1 -0.2577
O 3.3068 6.2022 -0.2607 -0.3 -1.0 -0.4 -0.5360
N 3.5413 -0.8863 1.8982 -0.7 -0.2 -2.0 0.6331
N 3.4215 -2.7524 4.0522 1.0 -1.2 -1.0 -0.5752
N 2.3295 4.2022 -0.8598 0.7 -1.3 -0.5 0.5946
C -3.3326 4.4415 -0.8987 -0.1 -0.1 -0.1 -0.4641
C 3.2990 2.8731 1.0480 -0.8 -1.9 -1.2 -0.4322
C 2.6579 -2.0131 1.7175 -1.2 -2.6 1.0 -0.6971
C -5.5431 2.9468 3.9556 -0.1 0.1 -0.1 0.1239
C 1.1586 -6.7777 -8.0361 -0.1 0.0 0.0 -0.4474
C -5.0370 4.3359 4.3257 0.1 -0.1 0.0 -1.2093
C 2.5660 2.9180 -0.2463 1.2 -2.8 1.9 -0.0120
C 1.9621 4.1048 -2.2793 -1.4 0.3 -2.0 0.2415
C 4.9881 -1.2310 1.7867 0.8 -1.1 1.1 -0.8528
C -1.5898 4.3452 0.9596 0.0 -0.1 0.1 -1.1117
C 1.7787 -4.1899 2.8274 0.0 1.8 -2.5 -0.8737
C -6.3726 1.7604 6.7310 -0.1 0.0 0.0 -0.3537
C 3.6554 -6.5044 -5.2238 0.1 0.0 -0.1 -1.1610
C -5.2646 5.1235 0.6715 -0.1 0.1 -0.1 0.4717
C 4.9364 4.7737 -1.2283 0.2 -0.4 0.3 -0.9345
C 4.4062 1.7107 3.0636 -0.9 -0.2 -0.7 -0.5653
C -6.9832 2.6892 4.3987 0.0 -0.1 0.0 -0.8439
C 0.6035 -5.6083 -8.8402 0.1 0.0 -0.1 -1.1740
C 5.3340 -2.4329 0.8335 1.5 1.2 0.1 -0.5503
C 2.9074 -5.3441 -5.8690 0.0 0.0 0.1 -0.4847
C 0.8176 -6.7056 -6.5477 0.1 -0.1 0.1 -0.8226
C 0.1142 -5.7825 1.6558 0.8 -0.1 -1.0 -1.5347
C 4.3092 -3.6021 4.0965 0.0 -1.1 -0.3 0.3487
C 2.5945 -2.9834 2.8406 -1.6 -0.3 -1.4 0.5021
C -6.3134 4.2130 0.0442 0.0 -0.1 0.2 -1.3715
C -4.1835 5.5698 -0.3118 0.1 0.1 0.1 -1.0075
C 2.1484 1.6277 -0.7927 0.6 0.0 1.1 -0.4731
C 0.9750 -3.5330 0.4766 0.7 -0.3 1.7 0.0817
C 0.5856 4.7230 -2.7019 0.1 1.1 0.8 -1.0511
C 3.5918 1.5999 1.7161 -0.6 0.5 -1.4 0.2891
C -6.6422 0.2978 6.3992 0.1 0.0 0.1 -1.1984
C 0.9563 -4.4694 1.6212 1.2 1.4 0.9 0.8194
C 3.1679 0.2901 1.1449 0.0 3.1 -0.7 -0.9693
C 0.0742 -3.8467 -0.7632 0.1 1.0 0.4 -1.0798
C -2.6019 3.5725 0.1253 0.1 0.1 -0.1 -0.1671
C 1.3875 -5.4941 -5.8053 -0.1 0.1 -0.1 0.1154
C 1.8467 -2.3336 0.5451 0.0 -0.6 1.2 1.3415
C 2.4556 0.3399 -0.1313 0.4 1.4 1.4 0.6081
C 3.4857 5.1079 -0.7404 1.2 1.6 0.2 0.3214
C -7.2187 2.7339 5.9106 0.0 0.1 0.0 -0.8451
C 0.8780 -4.2549 -2.0637 -0.1 0.0 -0.2 -0.9401
H 3.4568 -7.4480 -5.7366 0.0 0.0 0.1 0.2914
H -4.0195 4.4774 3.9529 0.0 0.1 0.0 0.2826
H -5.4930 2.8380 2.8671 0.0 -0.1 0.0 0.0962
H -4.8149 4.6260 1.5353 0.0 0.0 0.0 -0.5162
H -0.8383 4.8176 0.3214 0.0 0.0 0.1 0.1806
H -6.0402 -0.3521 7.0381 -0.1 0.0 -0.1 0.3750
H -3.3188 3.0742 0.7854 0.0 0.0 0.0 0.1401
H 3.1847 -4.4216 -5.3493 0.0 0.0 -0.1 0.3763
H 7.0937 1.4174 2.4947 -0.3 0.3 -0.1 0.3202
H 1.5727 1.5967 -1.7494 0.6 -0.1 0.9 0.3591
H 5.5862 -0.3150 1.5135 -0.8 -0.9 0.0 0.5948
H -0.2397 3.9681 -2.7600 0.8 0.5 0.4 0.2085
H 2.2417 -6.8399 -8.1777 0.0 0.0 0.0 0.2450
H 0.6179 5.2365 -3.7019 0.4 -0.8 0.9 0.4142
H -5.7678 6.0151 1.0590 0.1 0.0 0.0 0.4408
H 0.7435 -7.7059 -8.4410 0.1 0.0 0.0 0.3598
H 3.6387 3.8368 1.4921 -0.3 -1.0 -0.2 0.4413
H -0.2724 -6.6989 -6.4324 0.0 0.0 0.0 0.3918
H 5.1983 3.6868 -1.1572 -0.4 0.9 -0.1 0.2709
H -6.3902 0.0659 5.3622 0.0 0.0 0.0 0.2864
H 1.9914 -4.2804 -1.9071 -1.1 0.0 0.0 0.3487
H -4.6564 6.1115 -1.1385 0.0 0.0 0.0 0.4361
H -5.8749 3.2793 -0.3148 0.0 0.0 0.0 0.3046
H 6.4648 -2.5471 0.8750 -1.1 0.0 0.3 0.3364
H 5.3315 -1.5223 2.8281 -0.2 0.3 -1.1 0.1759
H 1.7976 -4.8768 3.7116 -0.1 0.7 -1.0 0.3103
H 5.1571 -1.0917 -0.5411 -0.1 -0.7 -0.3 0.3313
H -2.0748 2.7762 -0.4104 -0.1 0.0 0.0 0.3510
H -2.0696 5.1221 1.5590 0.0 0.0 0.0 0.3039
H 4.7327 -6.3282 -5.2642 0.0 -0.1 0.1 0.3839
H 4.9146 -3.4201 1.1467 -0.1 1.0 -0.6 0.3006
H 0.6880 -3.4990 -2.8811 0.2 -0.9 0.8 0.3085
H -6.8067 4.7080 -0.7959 0.0 0.0 0.0 0.3854
H 1.0815 -5.5583 -4.7557 0.0 0.0 0.0 -0.2720
H -2.5958 4.8845 -1.5794 0.0 0.0 0.0 0.1619
H 1.0263 -4.6562 -8.5128 0.0 0.0 0.0 0.2800
H 0.2781 -6.3187 0.6748 -0.3 0.5 1.0 0.3394
H -7.3021 1.7172 4.0090 0.0 0.0 0.0 0.3642
H -6.5907 1.9221 7.7912 0.0 0.0 0.0 0.3836
H -0.4840 -5.5523 -8.7465 0.0 0.0 0.0 0.2905
H 0.3528 5.5371 -1.9539 -0.1 -1.1 -0.7 0.2989
H -0.7102 -4.5942 -0.4576 1.0 0.6 -0.4 0.4687
H -0.9898 -5.6240 1.7565 1.0 0.0 0.1 0.3132
H -8.2790 2.5307 6.1003 0.1 0.0 0.0 0.4048
H 5.1388 5.1295 -2.2769 -0.6 -0.4 1.0 0.2965
H 3.2379 -5.2232 -6.9051 0.0 0.0 0.0 0.2893
H -7.0789 3.9557 0.7803 0.0 0.0 -0.1 0.3685
H -3.5329 6.2957 0.1865 0.0 0.0 0.0 0.3147
H 1.1631 -7.6247 -6.0635 0.0 0.0 0.0 0.3573
H -5.6690 5.1107 3.8847 0.0 0.0 0.0 0.2458
H 0.8440 -5.7293 -9.8988 -0.1 0.1 0.0 0.3787
H 5.6320 5.3595 -0.5646 -0.8 -0.6 -0.6 0.3493
H -1.0729 3.6703 1.6456 0.0 0.1 0.0 0.3680
H 0.5075 -6.4899 2.4413 -0.6 1.0 -0.6 0.3257
H -4.8725 2.1880 4.3702 0.0 0.0 0.0 0.2936
H -3.9625 3.7960 -1.5196 0.0 0.0 0.0 0.3543
H 3.7723 2.3049 3.7752 0.8 -0.5 -0.5 0.4261
H -5.3078 1.9764 6.6017 0.0 0.0 0.0 0.2364
H 4.6165 0.7010 3.5079 -0.1 1.0 -0.4 0.1953
H -0.5056 -2.9016 -0.9941 0.6 -0.9 0.3 0.3501
H 0.9280 -4.5797 -6.1947 0.0 0.0 0.0 0.3690
H 0.5480 -5.2720 -2.4163 0.4 1.0 0.2 0.3581
H -5.0151 4.4829 5.4076 0.0 0.0 0.0 0.4309
H -7.6378 3.4299 3.9258 0.0 0.0 0.0 0.3695
H 3.3713 -6.6155 -4.1744 0.0 0.0 0.0 0.2531
H -7.0395 3.7498 6.2771 0.0 0.0 0.0 0.3023
H -7.6940 0.0489 6.5617 0.0 0.0 0.0 0.2960
```
Forces are in eV/Å.

Results
HOMO-LUMO gap   7.74 eV
2S+1   1
E_LUMO   -0.06 eV
SMILES   CCc1c(C)cc(N=C=S)c2c1Sc1cc(N(C(C)=O)C(C)=O)cc(COO)c1N2CCO.CCCCCC.CCCCCC.CCCCCC
Total charge   0

E_HOMO, record by record: -0.39368; -0.28663 hartree